(1)
Formula: C40H31Br2CrN3O3P2
Source: OMol25
Level of theory: ωB97M-V/def2-TZVPD

Geometry as XYZ:
```
82
Properties=species:S:1:pos:R:3:lowdin_spin:R:1
Cr 0.12 0.93 -0.03 2.908
O 3.05 1.44 2.62 0.007
C 2.54 1.04 1.61 0.010
O 1.24 0.87 1.47 0.042
C 2.83 0.64 -0.99 0.005
C 4.21 1.06 -1.53 0.000
C 5.02 -0.13 -1.93 0.000
C 4.46 -1.33 -2.04 0.001
C 3.01 -1.49 -1.86 0.002
N 2.22 -0.59 -1.43 0.021
H 4.24 1.83 -2.30 0.000
H 6.06 0.03 -2.16 0.000
H 5.04 -2.20 -2.34 0.000
H 2.57 -2.45 -2.14 0.000
Br -0.98 5.79 0.00 0.000
C 0.65 4.92 -0.30 0.002
C 1.84 5.71 -0.40 -0.002
C 3.04 5.12 -0.44 0.002
Br 4.60 6.18 -0.48 0.001
C 3.17 3.66 -0.44 0.000
C 4.30 3.04 -0.06 0.002
C 4.55 1.58 -0.08 0.000
C 3.42 0.64 0.43 0.003
N 1.78 1.64 -0.98 -0.011
C 1.93 2.91 -0.67 0.007
C 0.67 3.56 -0.37 0.005
O -0.36 2.76 -0.16 0.007
H 1.74 6.79 -0.40 0.000
H 5.14 3.67 0.21 0.000
H 5.54 1.35 0.29 0.000
H 3.88 -0.33 0.66 0.000
C -3.12 -2.17 0.98 -0.001
N -2.06 -1.21 0.70 -0.001
P -2.20 0.40 0.20 -0.008
C -3.62 1.14 0.99 -0.003
C -4.86 1.16 0.36 -0.002
C -5.94 1.72 1.03 0.000
C -5.78 2.25 2.30 -0.001
C -4.54 2.24 2.91 0.000
C -3.45 1.68 2.26 0.000
C -2.39 0.39 -1.60 0.000
C -2.53 -0.79 -2.32 0.001
C -2.57 -0.77 -3.71 0.000
C -2.49 0.43 -4.39 0.000
C -2.36 1.62 -3.68 0.000
C -2.32 1.61 -2.30 0.001
P -0.40 -1.52 0.57 0.004
C -0.22 -3.04 -0.38 0.001
C -0.02 -2.95 -1.75 0.000
C 0.03 -4.10 -2.53 0.000
C -0.11 -5.35 -1.93 0.000
C -0.30 -5.44 -0.55 0.000
C -0.36 -4.29 0.22 0.000
C 0.17 -1.91 2.24 0.000
C -0.55 -1.49 3.35 -0.001
C -0.03 -1.66 4.62 0.000
C 1.22 -2.24 4.79 -0.001
C 1.95 -2.65 3.68 0.000
C 1.43 -2.48 2.40 -0.001
H -3.27 -2.86 0.15 0.000
H -4.05 -1.63 1.17 0.000
H -2.87 -2.74 1.88 0.000
H -4.98 0.75 -0.63 0.000
H -6.91 1.74 0.55 0.000
H -6.63 2.70 2.80 0.000
H -4.41 2.67 3.90 0.000
H -2.47 1.69 2.73 0.000
H -2.60 -1.74 -1.80 0.000
H -2.68 -1.70 -4.26 0.000
H -2.52 0.45 -5.47 0.000
H -2.30 2.56 -4.21 0.000
H -2.21 2.54 -1.75 0.000
H 0.10 -1.98 -2.21 0.000
H 0.18 -4.03 -3.59 0.000
H -0.06 -6.25 -2.53 0.000
H -0.40 -6.41 -0.08 0.000
H -0.50 -4.37 1.29 0.000
H -1.52 -1.03 3.22 0.000
H -0.59 -1.34 5.48 0.000
H 1.64 -2.36 5.78 0.000
H 2.93 -3.09 3.80 0.000
H 2.00 -2.81 1.54 0.000
```

The spin multiplicity is 4. Its highest occupied orbital energy (alpha / beta) is -0.374 / -0.377 Eh. The value obtained for the electronic energy is -239675.2868 eV. The charge is +1. Its relative energy (zero: lowest compared OMol25 entry of this formula, charge and spin) is 72.29 kcal/mol. As for the maximum force: 0.0120 Eh/bohr.

(2)
Formula: C40H31Br2GeIrN2OS
Source: OMol25
Level of theory: ωB97M-V/def2-TZVPD

Geometry as XYZ:
```
79
Properties=species:S:1:pos:R:3:mulliken_charge:R:1
Ir -0.83 -0.75 0.06 0.938
Br -3.71 0.21 -4.13 -0.175
C -3.07 1.38 -2.80 0.012
C -3.35 2.75 -2.91 -0.617
C -2.94 3.63 -1.95 -0.032
Br -3.37 5.46 -2.13 -0.243
C -2.22 3.18 -0.82 1.204
C -1.82 3.98 0.28 -0.812
C -1.21 3.39 1.34 -1.302
C -0.89 2.02 1.30 -0.296
N -1.17 1.26 0.26 -0.287
C -1.90 1.81 -0.77 0.020
C -2.35 0.86 -1.73 -0.063
O -2.09 -0.40 -1.58 -0.697
H -3.91 3.11 -3.77 0.430
H -2.04 5.04 0.28 0.350
H -0.92 3.96 2.21 0.466
H -0.38 1.55 2.12 0.952
N -0.89 -2.81 0.01 -0.230
S -1.53 -3.90 -0.95 -0.171
C -1.14 -3.42 -2.62 0.497
C -0.08 -2.55 -2.84 -0.382
C 0.24 -2.21 -4.14 -0.644
C -0.47 -2.74 -5.20 -0.562
C -1.51 -3.63 -4.97 -0.544
C -1.85 -3.97 -3.67 -0.415
C -3.31 -3.76 -0.95 0.507
C -3.98 -4.67 -0.14 -0.578
C -5.36 -4.58 -0.02 -0.580
C -6.05 -3.59 -0.70 -0.441
C -5.37 -2.69 -1.52 -0.765
C -3.99 -2.77 -1.65 0.464
H -0.51 -3.29 0.82 0.266
H 0.45 -2.12 -2.00 0.572
H 1.05 -1.51 -4.33 0.433
H -0.22 -2.47 -6.22 0.391
H -2.07 -4.05 -5.79 0.402
H -2.67 -4.65 -3.48 0.468
H -3.43 -5.44 0.38 0.398
H -5.89 -5.28 0.61 0.391
H -7.12 -3.52 -0.60 0.389
H -5.91 -1.92 -2.05 0.425
H -3.46 -2.07 -2.27 0.015
C 0.91 -0.68 0.66 -1.356
Ge 2.13 0.60 1.49 2.313
C 1.79 0.71 3.42 0.149
C 0.70 0.05 3.99 -0.280
C 0.48 0.10 5.36 -0.699
C 1.34 0.82 6.18 -0.448
C 2.43 1.47 5.63 -0.722
C 2.65 1.41 4.26 -0.417
C 3.95 -0.09 1.30 -0.007
C 4.88 0.53 0.47 -0.420
C 6.17 0.03 0.34 -0.715
C 6.55 -1.10 1.04 -0.429
C 5.63 -1.73 1.88 -0.685
C 4.35 -1.22 2.01 -0.256
C 2.06 2.35 0.63 0.460
C 2.43 3.53 1.28 -0.422
C 2.35 4.76 0.64 -0.588
C 1.90 4.83 -0.67 -0.619
C 1.54 3.67 -1.34 -0.611
C 1.63 2.44 -0.69 -0.487
H 1.56 -1.49 0.26 0.643
H 0.02 -0.52 3.36 0.257
H -0.37 -0.42 5.79 0.416
H 1.17 0.86 7.25 0.374
H 3.12 2.02 6.26 0.398
H 3.53 1.90 3.84 0.354
H 4.60 1.42 -0.09 0.334
H 6.88 0.53 -0.31 0.388
H 7.55 -1.49 0.94 0.375
H 5.93 -2.61 2.44 0.393
H 3.65 -1.72 2.68 0.365
H 2.77 3.50 2.31 0.132
H 2.63 5.66 1.17 0.411
H 1.82 5.79 -1.16 0.374
H 1.18 3.72 -2.36 0.435
H 1.32 1.54 -1.22 0.435
```

Its highest occupied orbital energy is -0.258 Eh. The value obtained for the electronic energy is -257284.5596 eV. As for the maximum force: 0.0115 Eh/bohr.

(3)
Formula: C40H32Cl2F3IN5O3OsS
Source: OMol25
Level of theory: ωB97M-V/def2-TZVPD

Geometry as XYZ:
```
88
Properties=species:S:1:pos:R:3:lowdin_spin:R:1
Os 1.97 -0.44 1.62 1.964
C -2.79 -1.52 -2.25 0.001
O -1.43 -1.92 -2.39 0.001
C -0.85 -1.46 -3.54 0.001
C -1.10 -2.07 -4.76 0.000
C -0.50 -1.59 -5.92 0.001
C 0.36 -0.50 -5.85 0.000
C 0.63 0.10 -4.63 0.001
C 0.02 -0.37 -3.47 0.001
N 0.26 0.26 -2.22 0.010
C 0.76 -0.37 -1.13 0.034
N 1.32 -1.58 -1.34 0.025
C 1.42 -2.60 -0.39 0.037
C 1.71 -2.35 0.95 0.019
C 1.78 -3.49 1.76 0.020
C 1.60 -4.77 1.31 -0.001
C 1.34 -4.99 -0.04 0.021
C 1.26 -3.91 -0.89 0.002
O 1.04 -3.98 -2.22 -0.002
C 0.79 -5.26 -2.79 0.000
N 0.72 0.20 0.06 0.088
C -0.26 1.28 0.26 0.036
C -1.95 0.03 0.99 0.537
C -1.41 2.25 2.36 0.004
C -0.89 3.45 2.06 0.028
C -0.12 3.68 0.86 0.002
C 0.23 2.66 0.05 0.009
O 1.02 2.77 -1.05 0.003
C 1.59 4.04 -1.32 0.000
H -3.11 -1.83 -1.26 0.001
H -3.42 -1.99 -3.01 0.000
H -2.88 -0.43 -2.33 0.000
H -1.77 -2.91 -4.79 0.000
H -0.70 -2.06 -6.87 0.000
H 0.83 -0.12 -6.75 0.000
H 1.32 0.93 -4.56 0.000
H 0.34 1.27 -2.21 0.001
H 1.30 -1.90 -2.29 0.001
H 1.98 -2.29 3.41 0.001
H 1.67 -5.62 1.99 0.000
H 1.20 -6.00 -0.40 0.001
H 0.62 -5.09 -3.85 0.000
H -0.09 -5.72 -2.34 0.000
H 1.66 -5.92 -2.66 0.000
H -2.91 -0.27 1.38 0.043
H -1.96 2.07 3.27 0.001
H -1.05 4.29 2.73 0.002
H 0.23 4.68 0.66 0.000
H 2.23 3.91 -2.19 0.000
H 2.20 4.38 -0.48 0.000
H 0.82 4.78 -1.54 0.000
Cl 2.35 1.94 2.49 0.033
C 1.96 1.79 4.19 0.013
C 2.46 2.77 5.03 -0.002
C 2.18 2.70 6.38 0.012
C 1.41 1.65 6.87 -0.001
C 0.92 0.69 6.01 0.015
Cl -0.03 -0.59 6.67 0.010
C 1.18 0.72 4.63 0.025
S 0.50 -0.49 3.55 0.250
H 3.07 3.57 4.62 0.000
H 2.56 3.45 7.05 0.001
H 1.19 1.58 7.93 0.000
I 6.38 -3.76 3.98 0.007
C 4.53 -2.95 3.48 0.017
C 3.47 -3.75 3.54 0.038
N 2.11 -3.30 3.19 0.004
N 3.55 -0.93 2.59 0.221
C 4.55 -1.52 3.07 0.131
H 3.52 -4.79 3.82 0.002
H 1.43 -3.80 3.77 0.001
H 5.50 -1.01 3.23 0.016
F -6.61 4.33 -2.47 0.001
C -5.52 4.00 -3.17 0.003
F -5.94 3.25 -4.21 0.002
F -5.01 5.13 -3.69 0.001
C -4.52 3.26 -2.33 0.023
C -3.17 3.31 -2.67 -0.003
C -2.25 2.60 -1.93 0.020
C -2.65 1.81 -0.84 0.007
C -4.01 1.77 -0.52 0.024
C -4.93 2.49 -1.25 -0.003
C -1.70 1.00 -0.08 0.136
C -1.19 1.16 1.44 0.102
H -2.85 3.92 -3.50 -0.001
H -1.20 2.66 -2.20 0.001
H -4.34 1.18 0.32 0.004
H -5.98 2.46 -0.99 -0.001
```

The spin multiplicity is 5. Its highest occupied orbital energy (alpha / beta) is -0.329 / -0.386 Eh. The value obtained for the electronic energy is -110182.3975 eV. The charge is +1. Its relative energy (zero: lowest compared OMol25 entry of this formula, charge and spin) is 0.00 kcal/mol. As for the maximum force: 0.0076 Eh/bohr.